Model one:
DFT (wB97M-V/def2-TZVPD) results for C3H8S2 in the gas phase.

The HOMO energy is -8.747 eV. The value obtained for the lowest unoccupied orbital energy is -0.453 eV. Its SMILES is CCSSC.

Each line ends with the Löwdin charge.
Positions of all 13 atoms, in Å:
C1 1.485 1.190 -2.150  -0.2095
C2 0.294 0.872 -1.253  -0.6803
S1 0.983 -0.027 0.174  0.5698
S2 -1.143 0.007 1.228  0.5399
C3 -1.431 -1.674 0.937  -0.6178
H1 1.304 1.854 -2.983  0.0650
H2 2.268 1.659 -1.538  0.0611
H3 1.890 0.277 -2.581  0.0645
H4 -0.413 0.164 -1.720  0.0582
H5 -0.356 1.747 -1.171  0.0698
H6 -1.971 -1.930 0.011  0.0372
H7 -1.989 -2.086 1.795  0.0313
H8 -0.543 -2.287 0.832  0.0109

=====

Model two:
DFT (wB97M-V/def2-TZVPD) results for 2 unconnected molecules or ions with the total composition C3H8S2.

The HOMO energy is -8.454 eV. The value obtained for the lowest unoccupied orbital energy is 0.349 eV.

Each line ends with the Löwdin charge.
Positions of all 13 atoms, in Å:
C1 -2.204 -0.636 0.515  -0.4838
C2 0.057 0.769 -0.011  -0.5107
C3 1.734 0.530 -0.112  -0.7920
H1 -3.147 -1.176 -0.125  0.1097
H2 -2.121 0.350 0.494  -0.0804
H3 -1.967 -1.447 1.365  0.0891
H4 -0.355 0.898 1.115  0.1037
H5 0.058 1.731 -0.764  0.0982
H6 2.327 1.165 0.586  0.0201
H7 2.132 1.327 -1.280  0.1723
H8 1.879 -1.783 -1.262  0.0278
S1 -0.895 -0.710 -0.628  0.6805
S2 2.501 -1.017 0.107  0.5655

=====

How do the energies compare? Relative to the most stable structure, in kcal/mol: model one 0.0; model two 96.7.

=====

Model one:
DFT (wB97M-V/def2-TZVPD) results for 2 unconnected molecules or ions with the total composition C3H9NO.

The HOMO energy (alpha / beta) is -13.790 / -13.786 eV. The value obtained for the lowest unoccupied orbital energy (alpha / beta) is -4.497 / -8.333 eV. Its charge is +1. The spin multiplicity is 2.

Each line ends with the Löwdin charge.
Positions of all 14 atoms, in Å:
N1 0.138 0.584 -2.607  0.0214
H1 -0.448 0.108 -1.939  -0.0297
H2 0.650 -0.147 -3.089  0.0175
H3 -0.493 0.976 -3.292  0.0207
C1 0.105 -1.512 0.399  0.2797
C2 -0.293 -0.327 0.981  -0.3244
O1 -1.556 -0.016 0.860  0.2057
C3 0.575 0.661 1.662  0.0346
H4 1.167 -1.707 0.315  0.1190
H5 -0.566 -2.260 -0.004  0.1221
H6 -1.687 0.888 1.204  0.1712
H7 1.612 0.330 1.653  0.1093
H8 0.533 1.629 1.155  0.1269
H9 0.263 0.792 2.701  0.1260

=====

Model two:
DFT (wB97M-V/def2-TZVPD) results for 2 unconnected molecules or ions with the total composition C3H9NO.

The HOMO energy (alpha / beta) is -13.556 / -13.556 eV. The value obtained for the lowest unoccupied orbital energy (alpha / beta) is -5.361 / -9.888 eV. Its charge is +1. The spin multiplicity is 2.

Each line ends with the Löwdin charge.
Positions of all 14 atoms, in Å:
C1 3.850 -2.920 -0.937  -0.1678
C2 2.574 -2.980 -0.090  -0.1772
H1 4.675 -2.634 -0.297  0.0611
H2 3.758 -2.319 -1.843  0.0605
H3 4.077 -3.912 -1.336  0.0616
H4 2.653 -3.818 0.591  0.0600
H5 2.506 -2.087 0.521  0.0474
H6 1.651 -3.012 -0.663  0.0544
C3 -2.594 2.568 0.298  -0.1565
N1 -2.615 1.754 1.291  0.2588
O1 -1.826 2.370 -0.696  0.3437
H7 -3.217 3.488 0.276  0.2104
H8 -3.307 1.809 2.029  0.1703
H9 -2.011 0.936 1.240  0.1732

=====

How do the energies compare? Relative to the most stable structure, in kcal/mol: model one 0.0; model two 20.8.

=====

Model one:
DFT (wB97M-V/def2-TZVPD) results for C9H12NP in the gas phase.

The HOMO energy (alpha / beta) is -7.507 / -7.596 eV. The value obtained for the lowest unoccupied orbital energy (alpha / beta) is -1.161 / -0.802 eV.

Each line ends with the Löwdin charge.
Positions of all 23 atoms, in Å:
C1 -1.116 -2.126 0.373  -0.3496
C2 -0.417 2.000 0.508  -0.2106
C3 0.908 1.481 0.283  -0.2571
C4 -0.168 -1.329 0.620  -0.2467
C5 -1.583 1.314 0.578  -0.0775
C6 -3.460 0.949 -1.004  -0.0663
C7 3.780 -0.383 -0.496  -0.2007
C8 -2.792 0.789 0.418  -0.1187
C9 2.672 -0.752 0.429  -0.4334
N1 -2.070 -2.929 0.321  0.1106
P1 0.941 -0.244 -0.127  0.9545
H1 -0.302 3.117 0.801  0.1288
H2 1.775 2.031 0.063  0.0390
H3 -2.633 1.452 -1.670  0.1102
H4 -4.327 1.522 -1.139  0.0336
H5 -3.621 0.001 -1.470  0.0476
H6 3.934 0.690 -0.549  0.0591
H7 4.676 -0.939 -0.082  0.0974
H8 3.514 -0.698 -1.474  0.0515
H9 -2.067 -3.878 0.553  0.0299
H10 -3.071 0.156 1.260  0.0994
H11 2.813 -0.376 1.545  0.1264
H12 2.615 -1.849 0.260  0.0724

=====

Model two:
DFT (wB97M-V/def2-TZVPD) results for a molecular structure, C9H12NP.

The HOMO energy is -7.475 eV. The value obtained for the lowest unoccupied orbital energy is 0.168 eV.

Each line ends with the Löwdin charge.
Positions of all 23 atoms, in Å:
C1 1.886 -1.841 -0.315  -0.2231
C2 -0.003 -0.741 -0.401  -0.1990
C3 0.551 0.512 -0.375  -0.2955
C4 0.603 -1.959 0.025  -0.2390
C5 1.831 0.794 0.184  -0.5286
C6 -1.522 -0.901 -0.738  -0.0205
C7 -0.088 1.633 -1.164  -0.0452
C8 0.145 -3.182 0.914  -0.0215
C9 1.974 2.171 0.787  -0.1706
N1 2.898 -1.416 -0.885  -0.1498
P1 3.381 0.033 0.086  0.9935
H1 -2.029 -0.016 -0.348  0.0820
H2 -1.955 -1.799 -0.371  0.0511
H3 -1.653 -0.888 -1.815  0.0794
H4 -0.622 2.353 -0.421  0.1251
H5 -0.744 1.131 -1.893  0.0795
H6 0.752 2.101 -1.591  0.0578
H7 -0.911 -2.972 1.027  0.0501
H8 0.720 -3.247 1.824  0.0606
H9 0.428 -4.129 0.324  0.1019
H10 1.178 2.274 1.549  0.0999
H11 1.625 2.861 0.019  0.0575
H12 2.874 2.704 0.963  0.0544

=====

How do the energies compare? Relative to the most stable structure, in kcal/mol: model one 70.4; model two 0.0.

=====

Model one:
DFT (wB97M-V/def2-TZVPD) results for a molecular structure, C3H6I2NS.

The HOMO energy is -12.971 eV. The value obtained for the lowest unoccupied orbital energy is -5.000 eV. Its charge is +1.

Each line ends with the Löwdin charge.
Positions of all 13 atoms, in Å:
C1 -0.892 0.308 0.471  -0.2437
C2 0.337 0.659 1.301  -0.4318
C3 -0.420 -0.825 -1.685  -1.2352
N1 -0.454 0.220 -0.945  -0.1002
S1 1.580 -0.757 1.451  0.7268
I1 -1.142 -2.625 -1.137  1.0866
I2 0.728 -0.699 -3.530  0.8888
H1 -1.463 -0.537 0.736  0.0645
H2 -1.568 1.023 0.602  0.0880
H3 0.887 1.473 0.770  0.0996
H4 -0.125 0.827 2.228  0.0614
H5 -0.161 1.163 -1.361  0.1840
H6 2.693 -0.230 1.100  -0.1887

=====

Model two:
DFT (wB97M-V/def2-TZVPD) results for 2 unconnected molecules or ions with the total composition C3H6I2NS.

The HOMO energy is -12.970 eV. The value obtained for the lowest unoccupied orbital energy is -5.178 eV. Its charge is +1.

Each line ends with the Löwdin charge.
Positions of all 13 atoms, in Å:
C1 -0.591 -1.672 -0.407  -0.1709
C2 -0.427 -1.425 -1.881  -0.3983
C3 1.600 -0.969 -0.597  -1.0290
N1 0.622 -1.118 0.287  -0.0292
S1 1.336 -1.549 -2.200  1.0161
I1 1.852 2.714 0.745  0.3581
I2 3.610 -0.744 0.145  0.9050
H1 -1.393 -1.106 -0.023  0.1187
H2 -0.665 -2.711 -0.098  0.1405
H3 -1.020 -2.049 -2.485  0.0862
H4 -0.715 -0.429 -2.207  0.0978
H5 3.202 3.662 0.568  -0.2622
H6 0.466 -0.469 1.092  0.1672

=====

How do the energies compare? Relative to the most stable structure, in kcal/mol: model one 17.0; model two 0.0.